# 1
A 2-piece molecular cluster, C3H12N2O2 overall at a distorted geometry. Source: the Open Molecules 2025 dataset; level of theory: ωB97M-V/def2-TZVPD.

The geometry in ORCA input format:
```
! RIJCOSX wB97M-V def2-TZVPD def2/J DEFGRID3
* xyz 0 1
O 1.3596 2.2003 -1.0527
O 1.3729 -2.2269 -0.3714
N -1.7934 -1.5393 -0.0816
N 0.6213 0.4215 0.3380
C -0.7463 0.6418 0.7108
C 1.5442 1.5333 0.1949
C -1.8164 -0.0432 -0.1755
H 0.5941 -0.2224 -0.4453
H 1.3644 1.5803 -1.7966
H -0.9932 1.6984 0.7755
H -2.8635 0.1084 0.0737
H 2.4761 0.9566 0.2680
H -1.0250 -2.0607 -0.4591
H 2.2033 -1.8284 -0.6225
H -1.7733 0.1979 -1.2532
H -2.0917 -1.8343 0.8385
H -0.9871 0.2275 1.7056
H 1.4008 2.4546 0.7936
H 1.1534 -2.2652 0.5592
*
```

Values from the calculation:
LUMO energy = 0.022 hartree
HOMO-LUMO gap = 0.342 hartree
HOMO energy = -8.70 eV
relative energy (zero: lowest compared OMol25 entry of this formula, charge and spin) = 209.2 kJ/mol

# 2
C2H7N3O2 as an isolated structure at a distorted geometry. Source: the Open Molecules 2025 dataset; level of theory: ωB97M-V/def2-TZVPD.

The geometry in ORCA input format:
```
! RIJCOSX wB97M-V def2-TZVPD def2/J DEFGRID3
* xyz 0 1
O -3.1170 -0.3007 0.0783
O -1.8770 1.5983 -0.2928
N 0.8780 1.4160 0.0994
N 0.5363 0.1812 -0.5688
N -0.8149 -1.8115 -0.1623
C -2.0606 0.2868 -0.0434
C -0.6586 -0.4338 0.0120
H 1.4712 1.1471 0.9616
H -0.4720 -0.0993 1.3669
H 1.1921 -0.5061 -0.5376
H 0.0073 -2.3464 -0.4097
H -0.9167 1.8230 -0.2001
H -1.7707 -1.8714 -0.5888
H 1.5545 1.9153 -0.5200
*
```

Values from the calculation:
LUMO energy = 0.021 hartree
HOMO-LUMO gap = 0.346 hartree
HOMO energy = -8.86 eV
relative energy (zero: lowest compared OMol25 entry of this formula, charge and spin) = 331.9 kJ/mol

# 3
C25H31N2S2 as an isolated structure at a distorted geometry. Source: the Open Molecules 2025 dataset; level of theory: ωB97M-V/def2-TZVPD.

The geometry in ORCA input format:
```
! RIJCOSX wB97M-V def2-TZVPD def2/J DEFGRID3
* xyz 1 1
S -1.0883 -3.6198 -0.7330
S 1.6523 -3.5057 0.5186
N 0.9983 1.9743 0.1122
N -1.1709 2.0520 -0.0678
C 3.3035 2.1513 0.8136
C -6.5317 0.2636 0.1367
C -3.4465 2.2232 -0.9600
C -1.0200 -5.3860 -0.2504
C 0.6154 3.3501 0.0121
C 6.4213 0.2849 -0.3098
C 2.9273 3.2082 1.7936
C 2.3170 1.4970 0.0508
C -5.1001 0.7282 0.0468
C 4.9703 0.6971 -0.2069
C -4.7703 1.7774 -0.8408
C 1.3257 -5.2730 0.8982
C -0.7066 3.3951 -0.1152
C 0.1211 -2.8662 0.1827
C -3.0504 3.2657 -1.9511
C -4.1075 0.1198 0.8242
C -2.7657 0.5471 0.7308
C 1.5745 -0.3177 -1.5745
C 3.9688 0.0430 -0.9226
C -2.4881 1.6230 -0.1210
C -1.6625 0.0186 1.5546
C 0.3502 -6.0226 -0.0090
C -0.1286 1.1893 0.1020
C 2.6128 0.4118 -0.7922
C 4.6375 1.7615 0.6618
H -0.5964 0.1582 0.8419
H 5.4274 2.2720 1.2422
H 6.8568 0.4997 -1.2944
H 2.3429 -5.6615 0.7626
H -5.5559 2.2518 -1.4569
H 6.5368 -0.7932 -0.1489
H -6.6018 -0.8176 -0.0077
H -1.7350 -1.0311 1.8428
H -1.7222 -5.5078 0.5898
H 1.6769 -1.3980 -1.3961
H 2.1066 2.9068 2.4455
H -3.8925 3.5001 -2.5978
H -1.4861 -5.8276 -1.1419
H 1.0801 -5.3266 1.9710
H -2.2367 2.9511 -2.6084
H 0.8345 -6.1258 -0.9896
H 0.5172 -0.0565 -1.2752
H -2.7828 4.2041 -1.4663
H -4.3686 -0.6855 1.5167
H -0.0355 -1.8214 0.4470
H 7.0367 0.8027 0.4377
H -6.9609 0.4621 1.1236
H 4.2308 -0.7742 -1.5962
H 0.1878 -7.0161 0.4129
H 1.6818 -0.1578 -2.6599
H 3.7735 3.4283 2.4398
H -1.5414 0.6862 2.4378
H 1.3379 4.1554 0.0303
H -7.1638 0.7518 -0.6125
H 2.6817 4.1543 1.3097
H -1.3887 4.2246 -0.1837
*
```

Values from the calculation:
LUMO energy = -0.206 hartree
HOMO-LUMO gap = 0.136 hartree
HOMO energy = -9.29 eV

# 4
A 2-piece molecular cluster, C10H16 overall at a distorted geometry. Source: the Open Molecules 2025 dataset; level of theory: ωB97M-V/def2-TZVPD.

The geometry in ORCA input format:
```
! RIJCOSX wB97M-V def2-TZVPD def2/J DEFGRID3
* xyz 0 1
C 0.7979 -1.7327 0.5037
C -0.8207 0.2850 -3.1696
C 1.0374 1.0929 2.9692
C -0.1241 1.8246 2.8015
C 1.3294 -0.0751 2.2955
C -0.8548 0.1017 1.2881
C 0.3731 1.2944 -2.9520
C -0.3592 -2.3845 -0.2914
C 0.3598 -0.5704 1.4090
C -1.1031 1.3005 1.9481
H -0.8183 -0.2653 -4.1110
H 1.3190 -2.5123 1.0858
H -1.6412 0.9823 -3.0266
H -0.1348 -2.2372 -1.3831
H -1.3412 -1.9376 -0.1692
H -0.4846 -3.4442 -0.1543
H 1.4038 0.9544 -3.0419
H -1.6153 -0.2628 0.6265
H -0.0374 2.2515 -3.2862
H -0.9511 -0.4731 -2.3889
H 0.3230 1.5618 -1.8724
H -2.0576 1.7684 1.7379
H 1.4941 -1.1565 -0.1760
H 2.3008 -0.5597 2.3661
H -0.1515 2.8086 3.2646
H 1.7564 1.3853 3.7267
*
```

Values from the calculation:
LUMO energy = 0.036 hartree
HOMO-LUMO gap = 0.365 hartree
HOMO energy = -8.95 eV
relative energy (zero: lowest compared OMol25 entry of this formula, charge and spin) = 125.2 kJ/mol